Formula: C3H3BrO2
Source: the Open Molecules 2025 dataset
Level of theory: the ωB97M-V functional and the def2-TZVPD basis

Computed properties:
total energy	-77293.47525	eV
relative energy (zero: lowest compared OMol25 entry of this formula, charge and spin)	64.31	kcal per mole
orbital gap	10.3	eV
LUMO energy	0.4	eV
SMILES	C#CC(O)(O)Br

Geometry (Å):
C: -1.438 1.698 0.337
C: -0.618 0.872 -0.035
C: 0.309 -0.523 -0.003
O: 0.123 -1.374 -1.001
O: 0.167 -0.976 1.242
Br: 2.240 0.462 -0.120
H: -1.891 2.574 0.378
H: 0.257 -1.080 -1.921
H: 0.850 -1.652 1.123

Here are the natural (NBO) charges for atoms 1 to 5, given in e: C -0.204; C -0.094; C 0.599; O -0.692; O -0.626